No. 1
C10H8Si | wB97M-V/def2-TZVPD

* lowest unoccupied orbital energy (alpha / beta): -0.63 / -0.63 eV
* structure (SMILES): C#C[Si](=C=C)c1ccccc1
* spin multiplicity: 1
* E_HOMO (alpha / beta): -7.751 / -7.753 eV

Cartesian coordinates (Å):
C 2.104 -2.897 -1.666
C 0.143 1.116 -3.629
C 1.254 -2.156 -1.091
C 0.079 0.677 -2.498
C -1.440 1.184 2.627
C -0.629 2.044 1.851
C -1.456 -0.118 2.221
C -0.022 1.642 0.732
C -0.765 -0.531 1.103
C -0.067 0.307 0.356
Si 0.751 -0.465 -1.120
H 2.966 -2.920 -2.337
H -0.258 1.614 -4.510
H -2.180 1.593 3.369
H -0.614 3.159 2.079
H -1.993 -1.046 2.675
H 0.699 2.369 0.354
H -0.597 -1.535 0.826
H 2.025 -4.037 -1.342

Force components x, y, z for each atom (eV/Å):
2.1 -6.1 -0.1
-1.5 0.8 -0.4
-2.0 4.1 0.4
1.4 -1.9 0.3
-1.1 0.9 -0.1
-2.1 2.5 2.1
-1.6 -3.2 1.2
2.1 0.5 -0.7
-0.2 -1.2 1.1
2.2 1.2 -2.0
-0.5 1.2 -0.6
-0.1 1.4 0.2
0.8 -0.3 0.4
1.3 -0.6 -0.5
0.1 -1.6 0.0
0.5 2.3 -0.1
-0.4 -0.3 -0.8
-0.8 -1.4 0.2
-0.3 1.7 -0.8

---

No. 2
C3H12LiO7S | wB97M-V/def2-TZVPD

* lowest unoccupied orbital energy: 1.72 eV
* spin multiplicity: 1
* total charge: -1
* E_HOMO: -2.116 eV

Cartesian coordinates (Å):
Li -47.260 -26.414 38.510
S -45.566 -25.142 40.921
O -44.179 -25.365 40.519
O -45.669 -23.732 41.285
O -46.499 -25.428 39.887
O -45.896 -25.910 42.112
C -45.797 -28.948 37.052
O -45.745 -27.786 37.878
H -45.125 -28.753 36.084
H -46.795 -28.960 36.589
H -45.452 -29.857 37.540
H -44.758 -27.701 38.042
C -46.808 -24.876 35.853
O -47.733 -25.872 36.398
H -47.246 -24.056 35.257
H -45.987 -25.370 35.316
H -46.284 -24.242 36.284
H -48.624 -25.837 35.819
C -50.101 -26.610 39.068
O -49.009 -27.424 39.056
H -49.709 -25.598 38.607
H -50.358 -26.358 40.146
H -51.066 -26.857 38.539
H -49.345 -28.251 39.447

Force components x, y, z for each atom (eV/Å):
0.8 0.2 0.8
3.4 2.7 5.0
1.0 -1.3 -1.4
-0.7 1.8 -0.3
-3.9 -1.9 -5.3
-0.6 -1.8 0.8
0.8 1.6 -2.9
2.1 -0.8 -0.1
-1.0 -0.6 1.9
0.1 -0.6 0.6
-0.4 -0.1 0.1
-1.9 0.7 0.5
-3.9 -4.9 -5.9
-2.1 1.5 -1.6
-0.9 -1.2 -0.8
-0.7 -0.4 -0.6
4.3 4.8 7.2
3.3 0.0 2.1
-1.2 5.0 0.6
0.1 -2.6 -0.4
-1.1 -1.7 0.9
0.0 -0.1 -1.2
1.2 -0.5 0.2
1.1 0.2 -0.2

---

No. 3
C37H61BFeIN6O4P2S | wB97M-V/def2-TZVPD

* lowest unoccupied orbital energy (alpha / beta): -6.92 / -6.85 eV
* spin multiplicity: 2
* ⟨S²⟩: 1.049
* total charge: +2
* E_HOMO (alpha / beta): -12.333 / -11.963 eV

Cartesian coordinates (Å):
Fe -0.382 1.185 0.354
C -2.799 -3.530 2.058
C -1.780 -2.721 1.260
C -1.662 -3.363 -0.121
C -0.417 -2.817 1.956
P -2.104 -0.835 1.074
C -2.609 -0.327 2.841
N -1.404 0.015 3.539
B -0.530 1.135 3.171
N 0.796 0.734 3.650
C 2.038 1.353 3.279
P 2.040 1.448 1.392
C 3.468 0.251 0.959
C 4.773 0.408 1.736
C 2.879 -1.133 1.252
C 3.747 0.367 -0.539
C 2.517 3.244 0.977
C 1.551 4.166 1.722
C 2.257 3.416 -0.523
C 3.947 3.625 1.333
C 0.649 -0.362 4.445
C 1.570 -1.010 5.260
C 1.123 -2.052 6.045
C -0.218 -2.459 6.022
C -1.145 -1.842 5.207
C -0.714 -0.793 4.396
C -3.695 -0.552 0.063
C -3.286 -0.637 -1.412
C -4.840 -1.501 0.389
C -4.143 0.889 0.326
H -2.355 -4.503 2.262
H -3.058 -3.094 3.018
H -3.711 -3.701 1.497
H -1.349 -4.397 0.001
H -2.614 -3.380 -0.641
H -0.920 -2.863 -0.735
H 0.020 -3.801 1.792
H 0.273 -2.065 1.571
H -0.515 -2.684 3.028
H -3.233 0.569 2.753
H -3.174 -1.103 3.359
H 2.113 2.355 3.717
H 2.880 0.761 3.641
H 4.632 0.472 2.811
H 5.388 -0.472 1.552
H 5.343 1.274 1.420
H 2.669 -1.264 2.312
H 1.956 -1.277 0.688
H 3.578 -1.912 0.955
H 4.356 1.240 -0.759
H 4.299 -0.506 -0.884
H 2.817 0.433 -1.103
H 0.520 3.868 1.538
H 1.731 4.184 2.793
H 1.676 5.185 1.361
H 1.245 3.073 -0.781
H 2.338 4.467 -0.796
H 2.976 2.867 -1.124
H 4.191 3.372 2.363
H 4.660 3.149 0.669
H 4.063 4.702 1.220
H 2.598 -0.684 5.303
H 1.814 -2.550 6.708
H -0.529 -3.269 6.663
H -2.181 -2.145 5.229
H -3.012 -1.645 -1.706
H -4.117 -0.324 -2.042
H -2.438 0.029 -1.605
H -4.653 -2.512 0.043
H -5.042 -1.523 1.457
H -5.741 -1.149 -0.110
H -3.278 1.555 0.376
H -4.780 1.225 -0.488
H -4.719 0.969 1.244
C 2.457 -5.020 -5.525
C 1.931 -3.692 -5.022
S 0.542 -3.249 -6.138
O 1.080 -2.861 -7.400
O -0.441 -4.284 -6.049
C -0.273 -1.771 -5.361
C 0.721 -0.648 -5.141
N 0.246 0.316 -4.165
C 0.272 0.134 -2.833
N -0.189 1.194 -2.171
C -0.533 2.096 -3.125
C -0.286 1.566 -4.368
N -0.581 2.178 -5.621
O -1.089 3.272 -5.545
O -0.328 1.564 -6.630
C 0.713 -1.106 -2.163
H 3.289 -5.366 -4.914
H 2.800 -4.913 -6.553
H 1.660 -5.759 -5.501
H 2.693 -2.922 -5.100
H 1.528 -3.764 -4.015
H -0.703 -2.156 -4.442
H -1.074 -1.481 -6.037
H 0.901 -0.137 -6.088
H 1.667 -1.049 -4.771
H -0.928 3.072 -2.934
H 1.754 -1.330 -2.385
H 0.109 -1.952 -2.489
H 0.585 -0.965 -1.086
I -1.185 3.064 4.032
C -1.995 3.821 2.022
C -2.739 4.980 2.078
C -3.159 5.532 0.880
C -2.756 4.928 -0.304
C -1.987 3.785 -0.240
N -1.622 3.207 0.916
H -2.984 5.430 3.028
H -3.766 6.421 0.866
H -3.028 5.353 -1.257
H -1.652 3.280 -1.134

Force components x, y, z for each atom (eV/Å):
0.3 -0.1 0.8
-0.1 0.2 -0.1
0.4 0.4 -0.2
-0.1 0.2 0.0
0.0 0.2 0.0
-0.8 0.0 0.4
0.1 0.1 -0.6
-0.2 1.6 -0.4
0.8 -2.5 -0.1
-0.8 1.6 -0.5
-0.2 0.1 -0.4
0.3 0.4 0.2
-0.5 0.0 -0.2
-0.1 0.2 0.0
-0.2 0.2 -0.1
-0.1 0.1 0.1
-0.2 -0.4 0.0
0.0 -0.2 0.0
0.0 -0.1 0.1
-0.1 -0.1 0.0
-0.9 -1.5 0.8
-0.1 0.3 -0.4
-0.4 -0.4 0.1
0.6 -0.1 0.1
0.0 0.4 -0.4
1.5 -0.6 1.0
0.6 0.0 0.1
0.0 0.0 0.1
0.1 0.0 0.0
0.3 -0.1 0.1
0.0 -0.1 0.0
0.0 0.0 0.1
-0.1 0.0 0.0
0.1 -0.1 0.0
-0.1 0.0 -0.1
0.1 0.1 -0.1
0.0 -0.1 -0.1
0.1 -0.1 0.1
0.1 0.0 0.0
-0.1 -0.2 0.0
0.0 0.1 -0.1
0.2 -0.1 -0.1
-0.1 0.1 -0.1
0.0 0.0 0.1
0.0 -0.1 -0.1
0.1 0.1 0.0
-0.1 -0.1 0.1
0.0 -0.1 0.0
0.1 0.0 0.0
0.0 0.1 -0.1
0.1 -0.1 0.0
0.0 0.0 -0.2
0.0 0.1 0.0
0.0 0.0 0.1
0.0 0.1 -0.1
0.1 0.1 -0.1
0.0 0.1 0.0
-0.1 -0.1 -0.1
0.1 0.0 0.1
0.2 -0.1 0.0
0.0 0.1 0.0
0.1 0.0 0.1
0.0 -0.1 0.0
-0.1 0.0 0.1
-0.1 -0.1 -0.1
0.1 -0.1 -0.1
-0.1 0.0 -0.1
-0.1 0.0 -0.1
0.0 -0.1 0.0
-0.1 -0.1 0.1
-0.1 0.0 -0.1
-0.2 0.1 0.0
-0.1 0.0 -0.1
0.0 0.1 0.1
0.0 -0.2 -0.1
-0.6 0.2 -0.6
-0.3 0.6 1.1
0.3 0.3 -0.4
-0.2 -0.3 0.1
0.6 -0.8 -0.4
0.3 -0.5 -0.6
-0.2 0.4 0.2
0.0 0.0 0.3
0.0 0.0 0.5
0.0 0.0 -0.9
-0.1 0.1 1.3
-0.1 0.1 0.1
-0.1 0.3 -0.1
0.0 -0.1 -0.5
0.0 -0.1 -0.1
0.0 0.0 0.0
0.1 -0.1 0.0
0.1 -0.1 0.0
0.0 0.2 0.0
-0.1 0.1 0.1
-0.1 0.0 0.1
0.0 -0.1 -0.1
0.1 -0.1 0.3
0.0 0.2 0.0
-0.1 0.2 0.0
0.1 -0.1 0.1
0.0 -0.1 0.1
0.1 -0.1 -0.1
-0.9 1.0 -2.2
0.6 -0.1 0.5
-0.1 -0.2 0.5
0.2 -0.3 -0.2
-0.1 0.1 0.1
-0.2 0.0 0.0
0.5 -0.3 0.7
-0.1 0.1 0.0
-0.1 0.2 0.0
0.0 0.0 -0.1
-0.1 0.0 0.0

---

No. 4
C3H9O4S | wB97M-V/def2-TZVPD

* lowest unoccupied orbital energy: -3.84 eV
* spin multiplicity: 1
* total charge: +1
* E_HOMO: -16.783 eV

Cartesian coordinates (Å):
C -1.387 1.104 -1.352
C 0.604 0.668 1.230
C 0.166 -1.650 1.177
O 2.151 0.008 -1.095
O 0.272 -1.474 -1.661
O 0.078 1.077 -1.606
O 0.103 -0.406 0.504
S 0.786 -0.247 -1.285
H -1.892 0.192 -1.160
H -1.815 1.328 -2.306
H -1.477 1.797 -0.507
H 0.276 1.560 0.613
H 0.164 0.889 2.279
H 1.663 0.838 1.284
H -0.158 -2.384 0.370
H 1.175 -1.876 1.689
H -0.708 -1.425 1.826

Force components x, y, z for each atom (eV/Å):
-0.1 1.1 -0.3
-1.3 5.1 1.5
-0.9 -2.0 0.1
0.3 0.2 -0.2
-1.3 -1.2 -1.7
-0.5 -1.8 0.2
1.4 1.2 -1.4
1.3 1.0 1.7
0.5 -1.5 0.7
-0.2 1.3 -0.3
-0.4 0.0 -0.7
0.3 -0.8 1.0
0.4 -1.3 -1.8
0.7 -1.1 0.0
0.7 0.5 1.5
-1.7 0.5 -0.9
0.9 -1.3 0.5

---

No. 5
C7H6 | wB97M-V/def2-TZVPD

* lowest unoccupied orbital energy (alpha / beta): -0.85 / -0.75 eV
* spin multiplicity: 1
* E_HOMO (alpha / beta): -8.584 / -8.631 eV

Cartesian coordinates (Å):
C -1.819 -0.584 -0.212
C -0.517 1.412 0.397
C -1.639 0.705 -0.214
C -0.706 -1.534 0.398
C 1.163 -0.118 -0.486
C 0.800 1.102 0.207
C 0.543 -1.430 0.373
H -2.611 -1.042 -0.784
H -0.819 2.368 0.832
H 0.571 -0.313 -1.322
H 2.146 -0.395 -0.679
H 1.564 1.825 0.600
H 1.324 -1.997 0.890

Force components x, y, z for each atom (eV/Å):
0.1 -2.6 -0.1
-0.9 1.2 -1.1
3.1 0.0 1.4
-4.4 1.7 -1.0
-1.8 -1.9 2.0
-0.2 1.4 0.6
4.0 1.3 0.1
-0.1 -0.4 0.3
0.5 -0.3 0.3
-0.8 0.4 -1.9
1.9 0.2 -0.2
-0.8 -1.0 -0.3
-0.6 0.0 -0.2

---

No. 6
C2H13N3O3 | wB97M-V/def2-TZVPD

* lowest unoccupied orbital energy: 0.65 eV
* spin multiplicity: 1
* E_HOMO: -9.945 eV

Cartesian coordinates (Å):
H 0.219 0.499 1.104
O 1.185 0.968 1.754
N -0.724 0.058 0.338
H 1.055 0.867 2.693
H -1.482 0.696 0.130
C -0.407 -0.687 -0.671
N -1.281 -0.890 -1.774
H -1.215 -1.821 -2.153
N 0.646 -1.551 -0.799
H 1.071 -1.498 -1.712
H 1.383 -1.501 -0.040
C -2.660 -0.568 -1.465
H -3.067 -1.033 -0.567
H -2.803 0.525 -1.397
H -3.472 -0.849 -2.147
O 2.757 -0.895 1.360
H 2.584 -1.355 2.178
H 2.164 -0.037 1.343
O -0.024 2.901 0.341
H 0.551 2.205 0.747
H 0.254 3.705 0.798

Force components x, y, z for each atom (eV/Å):
0.3 0.0 0.7
-1.0 0.1 -1.2
1.3 0.1 -0.5
-0.2 0.0 0.4
-0.1 -0.2 0.3
-1.5 -1.6 -1.6
-0.5 0.6 1.0
0.4 0.0 0.1
1.6 0.8 2.0
-0.1 -0.2 -0.1
-0.8 0.1 -0.8
-1.7 1.1 0.0
0.6 0.1 0.6
0.2 -0.4 0.2
1.0 -0.2 -0.9
-0.1 0.3 -1.2
-0.1 0.0 0.3
0.8 -1.1 0.9
0.3 -0.1 0.1
-0.3 0.8 0.0
-0.1 -0.1 -0.2

---

- Among the records above, which one has the highest spin multiplicity?
  C37H61BFeIN6O4P2S

---

- Look up the spin multiplicity of the fourth one.
  1

---

- spin multiplicity of number 5 (C7H6)?
  1